{"formula": "C48H129N11O13", "method": "ωB97M-V with the def2-TZVPD basis set", "homo_energy_ev": -8.5, "smiles": "COC[C@H](C)N.COC[C@H](C)N.COC[C@H](C)N.COC[C@H](C)N.COC[C@H](C)N.COC[C@H](C)N.COC[C@H](C)N.COC[C@H](C)N.COC[C@H](C)N.COCCNCCOC.COCCNCCOC", "e_lumo_ev": 0.51, "multiplicity": 1, "homo_lumo_gap_ha": 0.3322, "energy_ev": -94864.4769, "molar_mass_g_mol": 1068.624, "species": ["C", "O", "C", "C", "C", "N", "H", "H", "H", "H", "H", "H", "H", "H", "H", "H", "H", "C", "O", "C", "C", "C", "N", "H", "H", "H", "H", "H", "H", "H", "H", "H", "H", "H", "C", "O", "C", "C", "C", "N", "H", "H", "H", "H", "H", "H", "H", "H", "H", "H", "H", "C", "O", "C", "C", "C", "N", "H", "H", "H", "H", "H", "H", "H", "H", "H", "H", "H", "C", "O", "C", "C", "C", "N", "H", "H", "H", "H", "H", "H", "H", "H", "H", "H", "H", "C", "O", "C", "C", "C", "N", "H", "H", "H", "H", "H", "H", "H", "H", "H", "H", "H", "C", "O", "C", "C", "C", "N", "H", "H", "H", "H", "H", "H", "H", "H", "H", "H", "H", "C", "O", "C", "C", "C", "N", "H", "H", "H", "H", "H", "H", "H", "H", "H", "H", "H", "C", "O", "C", "C", "C", "N", "H", "H", "H", "H", "H", "H", "H", "H", "H", "H", "H", "C", "O", "C", "C", "N", "C", "C", "O", "C", "H", "H", "H", "H", "H", "H", "H", "H", "H", "H", "H", "H", "H", "H", "H", "C", "O", "C", "C", "N", "C", "C", "O", "C", "H", "H", "H", "H", "H", "H", "H", "H", "H", "H", "H", "H", "H", "H", "H"], "positions_angstrom": [[-0.35856, 3.43321, 1.67784], [-0.17011, 4.78822, 2.03636], [-1.25585, 5.29603, 2.86525], [-0.75914, 6.75357, 3.20911], [0.54360, 6.69828, 4.02411], [-1.72219, 7.41720, 4.14174], [-1.35746, 3.30661, 1.26038], [-0.16056, 2.77174, 2.52125], [0.28052, 3.20849, 0.82391], [-2.23273, 5.22334, 2.38721], [-1.34705, 4.70505, 3.77659], [-0.62028, 7.35115, 2.30814], [0.39903, 6.15231, 4.95637], [0.90500, 7.70609, 4.22855], [1.37757, 6.23487, 3.49701], [-1.51265, 8.37292, 4.39231], [-2.64252, 7.46109, 3.72802], [-3.47811, -3.58902, -0.16204], [-4.45034, -3.95179, 0.78730], [-3.91515, -4.14857, 2.11593], [-3.94940, -2.85866, 3.04626], [-3.50356, -3.19565, 4.41402], [-5.31410, -2.32439, 3.11037], [-2.97748, -4.49293, -0.50905], [-2.78747, -2.82265, 0.18978], [-3.95577, -3.07627, -0.99693], [-4.66747, -4.81230, 2.54205], [-3.00278, -4.74432, 2.14330], [-3.32123, -2.08506, 2.60464], [-2.49626, -3.61192, 4.42737], [-4.13981, -3.98470, 4.81487], [-3.53363, -2.32675, 5.07143], [-5.72358, -2.50436, 2.20481], [-5.88808, -2.99440, 3.60204], [-6.69852, 3.97184, 2.20581], [-6.02677, 2.75116, 2.57027], [-4.59711, 2.84196, 2.48927], [-4.01760, 1.37871, 2.54264], [-4.67388, 0.46279, 1.52629], [-4.44014, 0.76950, 3.79405], [-6.64972, 4.12016, 1.12705], [-6.24274, 4.90166, 2.54608], [-7.73303, 3.89845, 2.54125], [-4.14260, 3.32761, 1.62575], [-4.33202, 3.43314, 3.36581], [-2.93618, 1.24273, 2.53247], [-4.10256, -0.45656, 1.39786], [-4.64294, 0.98910, 0.57227], [-5.72735, 0.23861, 1.69375], [-5.30814, 1.27215, 3.91244], [-4.75716, -0.14423, 3.50302], [0.22153, -0.09779, 1.48503], [-0.12759, 0.57993, 0.31641], [-1.13125, -0.07791, -0.48239], [-0.49525, -1.34253, -1.11729], [0.72293, -1.02494, -2.04059], [-1.50152, -1.97146, -1.91816], [0.84187, 0.62284, 2.01789], [0.82609, -0.96165, 1.20870], [-0.62506, -0.40155, 2.10075], [-2.04852, -0.37767, 0.02444], [-1.49677, 0.63859, -1.21800], [-0.22941, -2.06265, -0.34342], [1.56488, -0.63368, -1.46952], [0.62277, -0.27546, -2.82568], [1.09676, -1.98036, -2.40871], [-1.65099, -1.42882, -2.75678], [-1.17817, -2.83819, -2.32351], [4.57208, 1.20594, -2.51428], [3.34116, 1.96040, -2.37442], [2.51571, 1.73916, -3.54047], [1.33571, 2.67372, -3.63670], [0.31865, 2.48026, -2.49310], [0.69996, 2.81502, -4.93878], [5.28256, 1.32478, -1.69624], [5.16811, 1.54071, -3.36328], [4.30666, 0.15831, -2.65613], [3.15533, 1.92865, -4.40249], [2.25088, 0.70070, -3.73939], [1.62061, 3.71265, -3.47079], [-0.18858, 3.41236, -2.24408], [0.70093, 2.01259, -1.58577], [-0.39271, 1.80152, -2.96357], [1.43426, 3.06489, -5.58567], [0.03852, 3.57710, -4.89624], [2.04781, 2.73754, 4.07235], [3.30293, 2.94569, 4.68471], [3.22735, 2.90783, 6.12373], [4.56582, 3.30190, 6.64146], [5.73845, 2.55028, 6.04050], [4.52410, 3.15599, 8.10184], [1.31241, 3.45776, 4.43094], [1.66953, 1.72005, 4.17105], [2.18079, 2.99703, 3.02208], [2.41132, 3.46555, 6.58322], [3.05214, 1.87711, 6.43197], [4.66206, 4.35960, 6.39628], [5.82250, 2.75762, 4.97371], [5.58907, 1.50792, 6.32205], [6.68732, 2.92926, 6.42016], [4.06778, 2.26952, 8.26316], [3.84836, 3.77765, 8.52259], [-4.18733, 1.48620, -7.49631], [-3.13710, 1.00536, -6.64157], [-2.78658, -0.33789, -6.85139], [-1.55294, -0.70404, -5.94791], [-1.09628, -2.15346, -5.89999], [-1.74990, -0.43449, -4.57168], [-4.29729, 2.55292, -7.30103], [-5.18121, 1.03952, -7.52385], [-4.00460, 1.44064, -8.56991], [-3.65606, -0.96261, -6.64691], [-2.43197, -0.61974, -7.84280], [-0.68188, -0.11395, -6.23277], [-0.23980, -2.24279, -5.23172], [-0.67422, -2.45564, -6.85845], [-1.84449, -2.83326, -5.49237], [-0.90396, -0.07266, -4.15507], [-2.33503, 0.38289, -4.66974], [-1.63233, -2.70811, 7.94713], [-1.89517, -1.91865, 6.75112], [-1.77790, -0.50334, 6.90552], [-1.09295, 0.25684, 5.74030], [-1.56166, 1.80508, 5.69452], [-1.55951, -0.36202, 4.54676], [-1.62135, -3.79213, 7.83362], [-2.23977, -2.50814, 8.82981], [-0.58311, -2.60592, 8.22423], [-2.82361, -0.19579, 6.90738], [-1.32895, -0.21762, 7.85678], [-0.00320, 0.24602, 5.76113], [-1.02123, 2.39154, 6.43757], [-2.63293, 2.00603, 5.68458], [-1.18595, 2.23174, 4.76452], [-2.48787, -0.00055, 4.38065], [-1.68748, -1.32472, 4.82409], [4.73213, -1.34459, 6.25019], [5.35342, -1.23433, 4.96177], [4.48528, -0.58141, 4.02216], [5.22077, -0.17993, 2.76695], [4.34020, 0.22632, 1.53855], [6.01597, -1.29192, 2.23588], [5.45450, -1.45082, 7.05952], [4.19339, -2.28744, 6.34450], [4.05388, -0.52820, 6.49838], [3.67499, -1.30295, 3.91775], [4.08695, 0.36308, 4.39279], [5.78174, 0.70649, 3.06305], [3.54082, 0.87780, 1.89162], [3.71648, -0.54963, 1.09475], [4.85766, 0.80022, 0.76979], [6.75660, -1.68796, 2.79687], [5.48319, -2.10476, 1.96107], [3.79126, 3.04724, -7.11316], [4.33208, 2.20618, -8.06499], [5.46486, 1.46626, -7.59571], [5.91337, 0.39822, -8.55785], [5.19345, -0.86355, -8.22524], [3.73988, -0.74991, -8.38426], [2.98584, -1.99178, -7.97412], [2.90243, -2.32500, -6.57075], [2.59767, -1.31894, -5.57512], [4.54614, 3.56184, -6.51864], [3.22237, 2.45718, -6.39461], [3.04973, 3.74029, -7.51052], [5.19259, 1.02862, -6.63528], [6.34127, 2.03453, -7.28413], [6.98437, 0.19598, -8.57031], [5.81332, 0.66300, -9.61045], [5.43565, -1.19501, -7.30244], [3.44158, -0.38909, -9.36861], [3.27432, -0.01853, -7.72362], [3.29563, -2.85669, -8.56069], [1.93434, -1.84679, -8.22195], [1.64073, -0.88743, -5.86866], [3.35708, -0.53942, -5.63639], [2.43806, -1.76319, -4.59263], [-5.40406, -4.91592, -3.46436], [-4.22332, -5.65927, -3.28025], [-3.17165, -5.22683, -4.14693], [-1.79852, -5.74593, -3.77975], [-1.33142, -5.14997, -2.47059], [-0.08225, -5.77901, -2.08764], [0.43059, -5.17404, -0.80414], [-0.48410, -5.46176, 0.26165], [-0.08074, -4.89398, 1.42835], [-5.30905, -3.83661, -3.34537], [-6.12028, -5.33066, -2.75506], [-5.80329, -5.15646, -4.44968], [-3.13736, -4.15140, -4.32121], [-3.37386, -5.70011, -5.10777], [-1.13280, -5.39660, -4.56899], [-1.84199, -6.83493, -3.79711], [-2.00617, -5.31178, -1.73667], [0.71200, -5.62421, -2.81791], [-0.21351, -6.84778, -1.91853], [0.46113, -4.09216, -0.93338], [1.48159, -5.41199, -0.64025], [-0.56660, -5.20301, 2.35385], [-0.22597, -3.81936, 1.31792], [0.96545, -5.08640, 1.66617]], "forces_ev_per_a": [[-0.1201, 0.5229, -0.6908], [-1.2149, 0.1918, 0.5008], [2.0971, 0.9981, -0.1338], [-0.5487, -0.1871, 1.6377], [0.4382, -0.1283, -0.7238], [-0.5490, -0.7963, -0.5260], [-0.3791, -0.3273, 0.3207], [-0.1762, -0.2222, -0.0408], [0.3928, -0.0571, 0.3249], [-0.0195, 0.2923, -0.5145], [0.1990, -0.0306, 0.3182], [0.0728, -0.3012, -0.2925], [-0.1631, 0.1306, 0.0408], [-0.2550, 0.1391, 0.2630], [-0.2043, -0.2206, -0.2222], [0.5792, -0.0094, -0.1670], [-0.2100, -0.0926, -0.1090], [-0.1464, 0.4199, -0.3544], [0.3944, 0.3026, 1.2876], [-1.5080, 0.3543, 0.1777], [-0.2466, -0.9313, -1.8279], [0.5008, -0.4207, 0.7238], [-0.2855, -0.3642, -0.4700], [0.2315, 0.2923, 0.0740], [0.3367, -0.2651, 0.3300], [-0.2169, -0.3493, -0.0951], [-0.0851, -0.1332, 0.3616], [0.4775, 0.4424, -0.3237], [0.1989, 0.0870, -0.0385], [0.1801, 0.1644, -0.0074], [-0.2094, 0.0068, 0.2073], [-0.0913, -0.2014, 0.0001], [0.0809, 0.6630, -0.8651], [0.0407, -0.1579, 1.0011], [0.4078, -0.5119, -0.4762], [0.2092, 0.9268, -0.8114], [0.6889, -1.1028, 0.5673], [-1.2836, -0.3664, 0.4788], [0.5420, 1.0895, -2.2780], [-0.2433, 0.5155, 1.1335], [-0.3115, -0.3905, -0.3255], [0.2442, -0.1707, 0.8888], [0.1722, -0.0003, -0.0315], [-0.6916, 0.2389, -0.5122], [0.6529, -0.0774, 0.1807], [0.2272, 0.9377, -0.6395], [-0.1058, -0.0306, 0.1356], [-0.0047, -0.2382, -0.5753], [0.1810, 0.1161, 0.4171], [-0.5247, -0.2890, 0.9852], [-0.1060, -0.6134, 0.7452], [0.5187, 0.0485, -0.0739], [-1.7243, 0.5571, -0.9157], [1.4043, -0.6223, 0.0122], [-0.0526, 1.1685, -1.4993], [0.8765, -0.2056, 1.7217], [-1.0412, -0.3736, -0.5073], [0.0436, -0.2711, 0.3562], [0.1798, -0.3055, 0.3666], [-0.1025, 0.0560, 0.0621], [0.1329, -0.0850, 0.7950], [0.4551, 0.0116, -0.2962], [0.3218, 0.2245, 0.1796], [0.1516, 0.1662, 0.3469], [-0.7209, -0.3506, -0.0427], [-0.1568, -0.0201, -0.4988], [-0.4400, 0.4096, -0.1028], [0.0860, -0.6495, 0.3694], [-0.6542, 0.2650, -0.2962], [0.0651, -0.6410, -0.5243], [1.2049, 0.4500, -0.9242], [-0.2357, 2.4508, 2.3323], [-0.3063, -0.7786, -1.1780], [-0.0729, -1.7292, -0.4711], [-0.7637, 0.1081, 0.5433], [-0.2942, 0.1197, -0.5370], [0.2421, -0.1922, 0.0970], [0.2431, 0.3246, -0.3031], [-0.2996, -0.3677, 0.7806], [1.4622, -0.0881, 0.6353], [-0.0109, -0.0342, -0.0220], [0.2248, 0.1271, -0.1317], [-0.5918, -0.1348, 0.4765], [-0.1784, 0.1659, -0.3219], [-0.0539, 0.0200, -0.0523], [0.2749, 0.7290, -0.5307], [-0.7782, 0.1437, 1.0067], [0.3810, -1.2300, -1.6597], [0.1118, 1.4120, 0.5643], [-0.1603, 0.4629, 0.1944], [0.1729, -0.2436, 0.1736], [-0.2425, -0.0251, 0.3149], [0.0098, -0.2060, 0.1286], [0.0167, -0.3104, -0.1051], [-0.0982, 0.5843, -0.4043], [-0.1673, -0.5649, -0.0029], [0.2650, 0.2205, 0.1646], [-0.4418, -0.5932, -0.1090], [0.4613, -0.2653, -0.4995], [-0.1293, -0.1639, 0.5355], [0.2817, -0.6308, 0.2888], [0.0523, 0.6255, -0.1090], [0.2899, 0.8134, -0.6047], [-0.8155, 0.2315, -1.0303], [1.2219, -1.2374, 0.9600], [0.7679, -1.0857, -0.4926], [0.5131, -0.3001, -1.2770], [-1.8789, 1.8405, 1.2288], [-0.0262, -0.1347, 0.3369], [-0.0414, -0.6363, 1.3326], [1.1160, -0.1963, -0.1862], [-0.0519, -0.3219, 0.2845], [-0.2190, 0.5923, -0.5599], [-0.0889, 0.2580, -0.9820], [-0.0152, 0.2933, 0.2566], [-0.3730, -0.5271, -0.2640], [-0.1749, 0.0655, -0.3854], [0.2687, -0.0272, -0.0493], [-0.4411, 0.6029, 1.1651], [1.2498, 0.4006, -0.3012], [0.7941, -1.3756, 1.0218], [-0.3925, 0.8259, 0.7302], [-1.3629, 1.6137, 0.6310], [1.4691, -1.1133, 0.0214], [0.1108, -0.5316, -1.1436], [-0.8831, 0.0350, -1.0803], [-0.3369, 0.5133, -0.2892], [0.1928, 0.7196, 0.2561], [-0.0635, 0.6143, 0.1112], [0.0740, -0.2223, 0.2425], [0.1300, -0.1261, 0.3371], [-0.3541, -0.0460, 0.4357], [-0.0108, -0.4841, 0.3646], [0.0566, -0.2616, -0.3432], [-0.4856, 0.0295, -0.1887], [-0.0118, -0.4495, -0.6657], [0.2448, -0.7092, -0.1573], [-0.0146, 1.0839, 0.7752], [-0.5884, -0.2648, 0.5609], [-0.2682, -1.6858, -1.6711], [-1.1605, 0.8037, 1.4865], [1.3057, -0.0521, -0.3565], [0.5381, 0.4670, -0.3384], [-0.5112, -0.0951, -0.4071], [0.0342, 0.1897, -0.2183], [-0.4647, 0.1551, -0.7728], [-0.2425, 0.0290, 0.6677], [0.7082, -0.2853, -0.3252], [-0.0209, 0.5483, 0.1927], [0.6526, -0.6268, -0.0516], [0.3108, -0.3840, 0.1670], [-0.0140, 0.5754, 0.5463], [-0.6059, 0.3404, -0.0823], [-0.5461, -0.1160, 1.2193], [1.2898, -0.1874, -1.1728], [0.1596, 0.6190, 0.5093], [-0.7324, -1.4345, 0.3543], [-0.1425, 0.2388, -1.6988], [0.0291, 0.0099, 1.4456], [-1.3994, 0.0546, 0.1098], [1.2853, -0.6252, 0.7317], [-0.3274, -0.2221, -2.3438], [0.1680, 0.3805, -0.1656], [-0.0723, -0.3211, 0.3002], [0.4158, 0.0915, -0.5314], [-0.2931, -0.5820, 0.1213], [-0.0593, 1.1580, -0.4390], [0.1146, 0.0568, 0.8754], [-0.8866, 0.1394, -0.0009], [-0.0145, 0.1084, 0.0773], [0.3147, -0.4490, -0.2517], [0.2778, 0.7646, 0.1758], [0.3124, -0.3095, 0.6442], [-0.2278, 0.3370, -0.6023], [-0.2422, 0.4742, 0.1129], [0.0531, 0.0924, 0.6314], [0.5695, -0.2382, -0.1979], [-0.4589, -1.0070, -0.1236], [1.2740, 0.8296, 0.4418], [-0.2891, -0.8415, -0.6768], [-0.6491, 1.1771, 1.6710], [0.2758, -0.7512, -1.9740], [0.1110, 0.1057, 1.0091], [-0.6729, 0.7466, -0.1044], [0.2024, -1.7504, -1.5535], [0.8756, 1.4559, 1.4604], [0.2569, 0.0415, 0.1061], [0.0127, 0.3019, 0.1564], [-0.1418, 0.3146, -0.3560], [-0.2542, 0.2263, 0.4671], [-0.1515, 0.1657, -0.5326], [0.1894, -0.0974, 0.0298], [0.2552, -0.2413, 0.2526], [-0.1861, -0.1775, -0.1661], [-0.2134, 0.0018, -0.3724], [0.1572, -0.3846, -0.1492], [-0.1733, 0.4101, -0.0530], [-0.0157, -0.7565, 0.6063], [-0.7898, -0.4062, -0.4895], [0.1949, 0.4779, 0.4605], [0.4451, 0.0429, -0.2797]]}